A 2-piece molecular cluster, C21H34B2F4N2O6 overall at a distorted geometry. Source: OMol25; level of theory: the ωB97M-V functional and the def2-TZVPD basis.

As for the orbital gap: 5.89 eV. As for the HOMO energy: -9.00 eV. As for the spin multiplicity: 1. For the LUMO energy, the calculation gives -3.11 eV.

Each line ends with the Löwdin charge.
Atoms and positions in Å:
C (1.506, -0.183, 4.389)  -0.0452
C (2.813, -0.856, 4.013)  -0.1108
C (3.432, -0.759, 2.463)  -0.1291
C (2.244, -0.026, 1.570)  -0.0034
C (0.865, -0.798, 1.060)  -0.0112
C (0.734, -2.387, 1.442)  -0.1241
C (-0.285, -3.250, 0.491)  -0.1891
C (-0.118, -2.995, -1.120)  -0.2162
C (1.424, -2.789, -1.638)  -0.2624
N (1.516, -3.112, -3.140)  -0.0560
N (-0.208, -0.065, 0.284)  0.1264
C (-0.049, 1.400, -0.087)  -0.0138
C (-1.322, 2.071, -0.933)  -0.1228
C (-2.251, 2.827, 0.201)  -0.1907
C (-3.827, 2.978, -0.241)  -0.1421
C (-4.542, 1.509, 0.085)  -0.2045
O (-5.920, 1.590, -0.434)  -0.1101
C (-6.171, 0.504, -1.416)  -0.2642
C (-5.909, -1.110, -1.094)  -0.0200
O (-6.646, 0.920, -2.623)  -0.0340
C (1.273, 2.328, 0.287)  0.1067
B (1.322, 3.894, -0.216)  -0.4225
O (1.613, 4.932, 0.835)  0.0437
O (1.069, 4.388, -1.583)  -0.0479
C (1.962, 3.771, -2.577)  -0.2189
C (1.085, 3.032, -3.789)  -0.0950
C (2.465, 1.576, 1.173)  0.1032
C (3.827, 2.409, 1.595)  -0.2358
O (5.054, 2.185, 1.100)  0.0147
O (3.650, 3.477, 2.620)  0.0009
H (1.530, 0.737, 5.131)  0.0777
H (0.466, -0.500, 3.944)  0.0544
H (3.335, -1.486, 4.876)  0.1193
H (3.589, -1.854, 2.081)  0.1130
H (4.441, -0.166, 2.490)  0.1273
H (1.780, -2.943, 1.526)  0.1347
H (0.275, -2.427, 2.542)  0.1388
H (-0.121, -4.411, 0.695)  0.1288
H (-1.437, -3.061, 0.738)  0.1199
H (-0.837, -2.133, -1.523)  0.0960
H (-0.516, -3.986, -1.655)  0.1338
H (2.242, -3.327, -0.996)  0.1263
H (1.643, -1.618, -1.571)  0.1005
H (1.843, -2.236, -3.646)  0.0666
H (0.532, -3.249, -3.520)  0.0651
H (-1.069, -0.592, 0.002)  0.1337
H (-1.882, 1.150, -1.446)  0.1248
H (-0.975, 2.760, -1.815)  0.1106
H (-2.241, 2.110, 1.152)  0.1209
H (-1.768, 3.846, 0.592)  0.1391
H (-3.897, 3.280, -1.371)  0.1360
H (-4.342, 3.748, 0.495)  0.1337
H (-3.879, 0.702, -0.446)  0.1084
H (-4.521, 1.263, 1.242)  0.1452
H (-4.927, -1.414, -1.656)  0.0924
H (-5.673, -1.160, 0.069)  0.0949
H (-6.842, -1.761, -1.384)  0.1092
H (2.357, 5.534, 0.533)  0.1207
H (2.608, 4.605, -3.120)  0.1391
H (2.750, 3.020, -2.109)  0.1358
H (0.899, 1.895, -3.544)  0.0783
H (0.057, 3.584, -3.969)  0.0914
H (1.686, 3.129, -4.805)  0.0905
H (3.998, 4.339, 2.242)  0.1287
B (1.658, -6.968, 1.102)  -1.0490
F (2.164, -7.535, 2.341)  0.0263
F (2.269, -5.668, 0.879)  0.0138
F (1.984, -7.853, -0.005)  0.0287
F (0.215, -6.816, 1.192)  0.0186

Forces on the atoms, in the same order (eV/Å):
2.49 -0.91 -0.64
-2.62 1.45 0.61
-2.61 -1.56 0.65
-1.21 2.71 -2.13
1.81 1.88 0.14
-1.01 0.03 0.49
-0.63 -0.48 -0.57
0.07 -1.22 -0.33
-0.62 1.93 -0.20
-1.16 1.45 0.17
4.43 2.42 1.73
2.12 0.16 0.18
0.40 -1.08 0.75
-0.15 -0.54 0.78
0.45 -0.66 1.27
1.26 0.89 -0.12
1.20 -3.59 -1.67
-2.57 2.72 -6.04
0.61 1.61 1.16
3.10 -2.98 8.19
-0.87 -5.03 1.29
0.11 2.78 0.15
0.88 -2.19 -2.87
1.98 -2.10 2.51
0.51 -0.57 -2.26
0.34 0.22 0.07
-3.33 -2.12 -0.83
5.51 0.43 -1.04
-8.45 1.16 2.89
0.04 -1.98 -3.38
-0.30 -3.02 -0.37
2.35 1.60 -0.19
-0.16 2.43 -1.89
0.00 2.17 0.34
-2.19 -0.99 -0.13
-2.12 1.51 -0.47
1.05 0.24 -2.23
-0.02 2.51 -0.24
2.51 -0.17 -0.22
1.68 -1.57 0.78
0.81 2.10 1.22
-1.84 0.58 -1.32
-0.28 -2.30 0.30
-0.42 -1.56 0.91
1.67 0.08 0.78
1.22 0.65 0.32
1.02 2.02 1.24
-0.38 -1.25 2.01
0.01 1.52 -1.89
-0.99 -2.20 -1.21
-0.20 -0.63 2.28
1.06 -1.39 -1.89
-1.51 1.26 0.82
-0.20 0.71 -2.34
-2.10 0.48 0.87
-0.67 -0.16 -2.49
1.99 1.56 0.46
-1.73 -0.71 0.17
-1.50 -1.47 1.46
-1.79 1.39 -0.80
0.32 2.30 -0.53
2.12 -1.07 0.59
-1.18 -0.38 2.20
-0.19 -1.64 0.52
0.26 -0.99 0.05
-0.64 0.84 -1.46
-0.66 -0.74 0.19
-0.44 1.23 1.33
1.34 0.19 -0.13

---

The molecule C3H6N2. Source: OMol25; level of theory: the ωB97M-V functional and the def2-TZVPD basis.

As for the orbital gap: 10.08 eV. As for the HOMO energy: -9.14 eV. As for the structure (SMILES): CNC1=NC1. As for the spin multiplicity: 1. For the LUMO energy, the calculation gives 0.95 eV.

Each line ends with the Löwdin charge.
Atoms and positions in Å:
C (-0.435, 1.275, -1.017)  -0.0866
N (0.684, 0.475, -0.508)  -0.0145
C (0.152, -1.459, 1.286)  -0.1017
C (0.368, -0.720, 0.073)  -0.4592
N (-0.158, -1.830, -0.181)  0.1611
H (-0.304, 1.517, -2.074)  0.0729
H (-0.524, 2.204, -0.444)  0.0798
H (-1.370, 0.720, -0.898)  0.0849
H (1.330, 1.002, 0.058)  0.1170
H (0.978, -1.948, 1.798)  0.0712
H (-0.720, -1.236, 1.906)  0.0751

Forces on the atoms, in the same order (eV/Å):
-0.17 0.14 -0.19
0.14 -0.05 0.08
0.09 -0.07 0.40
-0.24 -0.31 -0.10
0.07 0.58 0.09
-0.02 -0.01 0.09
0.01 -0.14 -0.15
0.16 0.05 -0.09
-0.14 0.04 0.05
-0.11 -0.13 -0.17
0.19 -0.11 -0.02

---

C6H8 as an isolated structure at a distorted geometry. Source: OMol25; level of theory: the ωB97M-V functional and the def2-TZVPD basis.

As for the orbital gap: 8.95 eV. As for the HOMO energy: -8.02 eV. As for the spin multiplicity: 1. For the LUMO energy, the calculation gives 0.93 eV.

Each line ends with the Löwdin charge.
Atoms and positions in Å:
C (2.314, -1.689, -0.202)  0.0697
C (1.795, -0.583, 0.032)  -0.2529
C (0.861, 0.304, 0.604)  -0.1279
C (-0.295, 0.849, -0.204)  -0.3007
C (-1.695, 0.780, 0.344)  -0.1284
C (-1.292, -0.095, -0.809)  -0.1257
H (3.181, -2.098, -0.659)  0.0162
H (1.083, -1.063, 0.973)  0.1982
H (1.159, 0.878, 1.482)  0.1155
H (-0.081, 1.740, -0.806)  0.1378
H (-2.370, 1.610, 0.151)  0.0961
H (-1.825, 0.309, 1.314)  0.1009
H (-1.148, -1.155, -0.621)  0.1025
H (-1.683, 0.135, -1.795)  0.0987

Forces on the atoms, in the same order (eV/Å):
0.70 0.44 -0.48
0.71 -0.50 -0.50
-0.12 -0.86 0.44
0.15 -0.19 0.07
-0.12 0.03 0.16
-0.04 -0.17 -0.14
0.22 -0.28 -0.29
-2.01 2.04 0.65
0.13 -0.23 -0.23
0.15 -0.32 0.28
0.17 -0.14 0.02
0.02 0.05 -0.15
-0.02 0.16 -0.01
0.07 -0.02 0.18

---

C2H3NO2 as an isolated structure at a distorted geometry. Source: OMol25; level of theory: the ωB97M-V functional and the def2-TZVPD basis.

As for the orbital gap: 10.39 eV. As for the HOMO energy: -9.60 eV. As for the spin multiplicity: 1. For the LUMO energy, the calculation gives 0.79 eV.

Each line ends with the Löwdin charge.
Atoms and positions in Å:
N (1.031, -0.717, -1.639)  0.1425
C (0.266, -0.383, -0.702)  -0.2628
O (0.538, 0.816, -0.065)  -0.0083
C (-0.082, 1.201, 1.029)  -0.2024
O (-0.949, 0.361, 1.576)  0.0261
H (0.720, -1.599, -2.044)  0.0615
H (-0.613, -0.902, -0.323)  0.1286
H (-0.912, 1.223, 2.169)  0.1148

Forces on the atoms, in the same order (eV/Å):
-0.33 -0.01 0.28
0.05 -0.34 -0.28
-0.02 -0.26 -0.15
1.16 0.52 -1.14
0.62 2.04 0.68
0.03 0.09 0.05
0.10 -0.01 -0.08
-1.61 -2.03 0.63

---

The molecule C6H10. Source: OMol25; level of theory: the ωB97M-V functional and the def2-TZVPD basis.

As for the orbital gap: 10.96 eV. As for the HOMO energy: -9.86 eV. As for the structure (SMILES): C#CCC(C)C. As for the spin multiplicity: 1. For the LUMO energy, the calculation gives 1.10 eV.

Each line ends with the Löwdin charge.
Atoms and positions in Å:
C (-0.619, 1.288, -0.732)  -0.0914
C (0.199, -0.029, -0.782)  -0.3935
C (1.575, 0.261, -0.127)  -0.0911
C (-0.564, -1.318, -0.223)  -0.1741
C (-0.821, -1.072, 1.183)  -0.1793
C (-0.926, -0.666, 2.308)  0.1120
H (-0.089, 2.083, -1.282)  0.0759
H (-0.762, 1.675, 0.286)  0.0737
H (-1.604, 1.189, -1.197)  0.0729
H (0.391, -0.243, -1.839)  0.1188
H (2.241, -0.607, -0.137)  0.0729
H (2.094, 1.062, -0.679)  0.0758
H (1.500, 0.617, 0.910)  0.0731
H (-1.532, -1.550, -0.710)  0.1173
H (-0.009, -2.274, -0.304)  0.1172
H (-1.073, -0.414, 3.326)  0.0197

Forces on the atoms, in the same order (eV/Å):
-0.08 -0.17 -0.04
0.01 -0.06 -0.16
-0.06 -0.18 -0.03
0.17 0.39 0.06
0.01 0.36 0.62
-0.17 -0.41 -0.11
-0.04 -0.37 0.09
0.05 -0.36 -0.15
0.06 -0.09 0.07
-0.01 -0.02 0.02
-0.13 -0.01 0.01
-0.28 -0.26 0.03
-0.23 -0.23 -0.22
0.48 0.59 -0.13
0.22 0.71 -0.19
0.01 0.10 0.14

---

A 2-piece molecular cluster, CH5NOS overall. Source: OMol25; level of theory: the ωB97M-V functional and the def2-TZVPD basis.

As for the orbital gap (spin up / spin down): 7.44 / 7.44 eV. As for the HOMO energy (spin up / spin down): -8.75 / -8.75 eV. As for the structure (SMILES): N=S.CO. As for the spin multiplicity: 1. For the LUMO energy (spin up / spin down), the calculation gives -1.31 / -1.31 eV.

Each line ends with the Löwdin charge.
Atoms and positions in Å:
C (2.104, 0.367, 0.103)  -0.1765
N (-4.049, -0.377, 0.142)  -0.5223
O (1.096, -0.593, -0.107)  -0.1391
S (-2.730, 0.394, -0.064)  0.5949
H (2.676, 0.037, 0.970)  0.0780
H (1.688, 1.358, 0.309)  0.0760
H (2.777, 0.436, -0.759)  0.0751
H (-3.997, -1.397, 0.110)  -0.0330
H (0.436, -0.224, -0.706)  0.0469

Forces on the atoms, in the same order (eV/Å):
0.23 0.15 -0.03
-0.58 0.31 0.17
-0.48 -0.14 -0.16
0.17 -0.19 -0.07
0.04 0.08 -0.03
0.07 0.00 0.05
0.01 0.05 0.07
0.44 -0.10 -0.12
0.11 -0.16 0.12

---

The molecule C4H9N3O at a distorted geometry. Source: OMol25; level of theory: the ωB97M-V functional and the def2-TZVPD basis.

As for the orbital gap: 9.75 eV. As for the HOMO energy: -9.16 eV. As for the structure (SMILES): CC(=O)N/C(C)=N\N. As for the spin multiplicity: 1. For the LUMO energy, the calculation gives 0.59 eV.

Each line ends with the Löwdin charge.
Atoms and positions in Å:
C (-2.469, -1.235, 0.237)  -0.0051
C (-1.508, 0.029, -0.045)  -0.5197
C (0.998, 0.424, -0.044)  -0.3575
C (0.783, 1.914, 0.298)  -0.0241
H (-2.244, -1.607, 1.259)  0.0758
H (-2.382, -1.865, -0.591)  0.0432
H (-3.537, -0.786, 0.436)  0.1124
H (-0.077, -1.494, 0.102)  0.1372
H (1.689, 2.360, 0.709)  0.0678
H (-0.047, 1.697, 1.144)  0.1317
H (0.545, 2.340, -0.671)  0.0695
H (1.838, -1.755, -1.063)  0.1516
H (3.285, -1.573, -0.101)  0.1172
N (-0.227, -0.451, 0.010)  0.0985
N (2.181, -0.011, -0.034)  -0.0632
N (2.186, -1.393, 0.001)  -0.0918
O (-1.859, 1.111, -0.468)  0.0566

Forces on the atoms, in the same order (eV/Å):
-1.68 4.50 2.96
-1.33 -2.10 -1.18
-1.50 0.87 1.42
-1.49 -2.82 1.00
0.34 -0.46 -1.00
-0.14 -1.31 -0.92
1.85 -1.01 -1.10
-0.14 2.06 0.15
-0.13 -0.35 -0.04
1.57 1.91 -2.11
-0.95 0.86 0.56
1.09 0.98 3.42
-3.13 -0.17 0.42
3.18 0.43 -0.13
-1.20 0.36 0.07
3.44 -3.15 -4.36
0.20 -0.58 0.85

---

C28H46N8PS4Y as an isolated structure. Source: OMol25; level of theory: the ωB97M-V functional and the def2-TZVPD basis.

As for the orbital gap: 7.27 eV. As for the HOMO energy: -18.87 eV. As for the net charge: +4. As for the spin multiplicity: 1. For the LUMO energy, the calculation gives -11.60 eV.

Each line ends with the Löwdin charge.
Atoms and positions in Å:
Y (0.269, 0.632, 0.879)  0.8914
C (-0.115, -2.460, 2.997)  -0.4638
C (0.290, -3.210, 1.739)  -0.4423
S (0.131, -2.213, 0.223)  0.8806
C (1.697, -2.515, -0.642)  -0.4665
C (2.960, -2.082, 0.083)  -0.4371
S (2.937, -0.347, 0.656)  0.8343
C (3.397, -0.501, 2.411)  -0.4777
C (2.494, -1.352, 3.290)  -0.4409
S (0.732, -0.872, 3.282)  0.8335
H (0.047, -3.088, 3.875)  0.1103
H (-1.175, -2.200, 2.985)  0.0748
H (-0.355, -4.083, 1.627)  0.1070
H (1.312, -3.580, 1.796)  0.0796
H (1.586, -1.996, -1.595)  0.0744
H (1.755, -3.580, -0.874)  0.1120
H (3.814, -2.190, -0.586)  0.1048
H (3.161, -2.706, 0.952)  0.0816
H (3.444, 0.526, 2.772)  0.0407
H (4.414, -0.897, 2.448)  0.1113
H (2.844, -1.281, 4.320)  0.0991
H (2.545, -2.404, 3.017)  0.0784
C (-4.953, -0.652, 2.888)  -0.0106
C (-3.745, -0.069, 3.258)  -0.0430
C (-2.783, 0.163, 2.289)  -0.0819
C (-3.033, -0.185, 0.958)  -0.2847
C (-4.242, -0.771, 0.586)  0.0180
C (-5.197, -1.000, 1.562)  -0.0109
N (-1.978, 0.074, 0.049)  -0.1084
N (-2.215, -0.077, -1.162)  0.1252
C (-1.120, 0.164, -2.028)  -0.3272
C (-1.349, -0.029, -3.377)  0.0541
C (-0.307, 0.208, -4.268)  0.0278
C (0.913, 0.638, -3.771)  0.0071
C (1.058, 0.804, -2.402)  -0.1092
N (0.069, 0.567, -1.527)  -0.0257
H (-5.708, -0.843, 3.639)  0.1332
H (-3.562, 0.195, 4.291)  0.1253
H (-1.842, 0.633, 2.585)  0.0668
H (-4.417, -1.054, -0.443)  0.1263
H (-6.137, -1.462, 1.292)  0.1338
H (-2.324, -0.362, -3.706)  0.1413
H (-0.451, 0.060, -5.331)  0.1429
H (1.748, 0.843, -4.428)  0.1364
H (2.004, 1.138, -1.989)  0.1149
C (-2.175, 6.356, 0.580)  -0.0803
N (-3.051, 5.351, 1.362)  -0.0575
C (-4.229, 4.941, 0.451)  -0.0813
N (-3.744, 4.422, -0.778)  -0.1351
C (-2.913, 5.411, -1.467)  -0.1217
N (-1.759, 5.789, -0.652)  -0.1376
C (-0.789, 4.712, -0.502)  -0.2945
P (-1.532, 3.239, 0.354)  0.9508
C (-2.256, 4.156, 1.803)  -0.2450
C (-3.094, 3.123, -0.649)  -0.2945
H (-1.332, 6.613, 1.220)  0.1530
H (-2.800, 7.234, 0.416)  0.1591
H (-3.427, 5.822, 2.189)  0.1931
H (-4.813, 5.847, 0.290)  0.1590
H (-4.821, 4.210, 1.001)  0.1521
H (-3.513, 6.298, -1.670)  0.1540
H (-2.573, 5.003, -2.417)  0.1470
H (0.076, 5.061, 0.066)  0.0868
H (-0.431, 4.411, -1.489)  0.1061
H (-1.456, 4.498, 2.461)  0.0925
H (-2.918, 3.501, 2.372)  0.1040
H (-3.781, 2.410, -0.185)  0.0952
H (-2.857, 2.744, -1.645)  0.0979
C (6.182, 3.141, 1.486)  -0.0547
C (5.281, 3.332, 2.691)  -0.1966
N (3.868, 3.198, 2.260)  0.0384
C (2.767, 2.946, 2.942)  -0.7341
S (1.257, 2.855, 2.017)  0.5498
N (2.673, 2.797, 4.251)  0.0420
C (3.654, 3.064, 5.332)  -0.1823
C (4.279, 1.792, 5.872)  -0.0581
H (7.221, 3.250, 1.788)  0.1013
H (5.986, 3.897, 0.723)  0.0918
H (6.059, 2.149, 1.049)  0.0797
H (5.430, 4.319, 3.128)  0.1327
H (5.486, 2.578, 3.449)  0.1063
H (3.715, 3.378, 1.278)  0.1239
H (1.741, 2.576, 4.569)  0.1273
H (3.096, 3.577, 6.114)  0.1367
H (4.393, 3.769, 4.968)  0.1070
H (3.519, 1.119, 6.272)  0.0828
H (4.958, 2.037, 6.688)  0.1008
H (4.854, 1.261, 5.110)  0.0650

Forces on the atoms, in the same order (eV/Å):
-0.10 -0.18 -0.04
-0.02 0.01 0.00
0.01 0.00 -0.01
0.02 0.04 0.00
-0.01 -0.01 0.00
0.00 0.01 0.00
0.01 -0.01 0.02
0.00 0.02 -0.01
0.00 0.00 0.01
0.01 0.01 -0.03
0.01 0.01 0.00
0.00 0.00 -0.01
-0.01 0.00 0.00
0.00 0.00 0.00
0.00 0.01 0.00
0.00 0.00 0.00
0.00 0.00 0.00
0.00 0.00 0.01
0.00 0.00 0.00
0.00 0.00 -0.01
-0.01 0.00 0.00
-0.01 0.00 0.00
-0.01 0.00 0.01
0.02 0.00 0.01
-0.01 -0.02 -0.02
0.00 0.01 0.01
0.00 0.01 0.03
0.00 -0.01 -0.02
0.06 -0.01 -0.02
0.01 0.00 0.04
-0.02 0.00 -0.02
0.02 0.01 0.01
0.00 0.00 0.00
-0.01 0.00 -0.01
0.00 0.01 0.02
0.00 0.01 -0.01
0.00 0.00 0.00
0.00 0.00 0.00
-0.01 0.04 0.01
0.00 0.00 0.00
0.00 0.00 0.00
0.00 0.00 0.00
0.00 0.00 0.00
0.00 0.00 0.00
0.00 0.00 0.00
-0.01 0.00 0.01
0.00 0.00 -0.01
0.01 0.01 0.01
0.00 0.00 0.00
0.00 0.00 0.00
0.01 0.00 -0.01
0.01 0.00 -0.01
0.02 -0.01 0.05
-0.01 0.01 -0.01
-0.01 0.02 -0.01
0.00 0.00 0.00
0.00 0.00 0.00
0.00 0.00 0.00
0.00 0.00 0.00
0.00 0.00 0.00
0.00 0.00 0.00
0.00 0.00 0.00
0.00 0.00 0.00
0.00 0.00 0.00
0.01 -0.01 0.00
0.00 0.00 0.00
0.00 0.00 0.00
0.00 0.00 0.00
0.00 0.00 -0.01
-0.01 0.01 0.02
-0.01 -0.01 -0.01
-0.01 -0.01 0.01
0.02 0.08 0.00
0.02 0.01 0.00
-0.01 -0.01 0.00
0.00 0.00 0.02
0.00 0.00 0.00
0.00 0.00 0.00
0.00 0.00 0.00
0.00 0.00 0.00
0.00 0.00 0.00
0.00 -0.01 0.00
0.00 0.00 0.00
0.00 0.00 0.00
0.01 0.00 0.01
0.00 0.00 0.00
0.00 0.00 0.00
0.00 0.00 -0.01

---

Asked for energy above the lowest of the compared OMol25 structures with the same formula, charge and spin across the records above, the calculation gives 400.3, 54.6, 117.8, 83.6, 37.6, 63.4, 71.8, 0.0 kcal/mol in order.